(1)
Molecular formula: C4H15N3O
Method: DFT, ωB97M-V/def2-TZVPD

Output
**Structure (SMILES)**: C[C@@H](N)CNCN.O
**Max |F|**: 1.8 eV Å⁻¹
**Energy above the lowest of the compared OMol25 structures with the same formula, charge and spin**: 0.828 eV
**DFT total energy**: -400.88775 hartree
**E_LUMO**: 0.5 eV
**Orbital gap**: 8.86 eV

The geometry in ORCA input format:
```
! RIJCOSX wB97M-V def2-TZVPD def2/J DEFGRID3
* xyz 0 1
C 1.63597 -0.35278 1.41818
C 1.47184 0.92983 0.58824
N 2.64350 1.24049 -0.24389
C 0.21053 0.85496 -0.28629
N -0.98186 0.95156 0.53921
C -2.21582 0.95878 -0.25962
N -2.55477 -0.29784 -0.90721
H 2.06960 -0.13498 2.39634
H 0.72020 -0.92353 1.51888
H 2.37812 -0.98378 0.92077
H 1.28454 1.82319 1.18666
H 3.08622 0.38760 -0.56374
H 3.32895 1.72018 0.32635
H 0.21334 1.73199 -0.93036
H 0.27424 -0.04669 -0.91996
H -1.01793 0.21785 1.23459
H -2.11769 1.77790 -0.95739
H -3.03204 1.09263 0.45242
H -2.07091 -0.52650 -1.75878
H -2.51933 -1.07818 -0.27248
O -1.11892 -2.85564 -0.90931
H -1.40146 -3.74089 -1.18818
H -0.28631 -2.74615 -1.38441
*
```

=====

(2)
Molecular formula: C11H30ClIInOP3
Method: DFT, ωB97M-V/def2-TZVPD

Output
**Max |F|**: 4.8 eV Å⁻¹
**Energy above the lowest of the compared OMol25 structures with the same formula, charge and spin**: 0.000 eV
**DFT total energy**: -2483.97439 hartree
**E_LUMO**: -7.5 eV
**Orbital gap**: 7.35 eV

The geometry in ORCA input format:
```
! RIJCOSX wB97M-V def2-TZVPD def2/J DEFGRID3
* xyz 2 1
C -5.56291 -2.98741 -0.01517
C -4.26678 -2.99218 0.68891
H -6.22019 -3.76853 0.40350
H -5.38142 -3.17121 -1.08590
H -6.02405 -1.99362 0.10117
O -3.76621 -3.58524 1.57986
I -2.78017 -1.25493 -0.35618
In -0.42507 0.12199 -0.35312
P -1.15140 1.74970 1.70016
C -0.21374 1.93683 3.25476
C -1.26920 3.46063 1.06471
H -1.92378 4.03403 1.73510
H -3.23663 2.33101 2.77070
H -1.69097 3.43711 0.05319
H -3.49384 1.15944 1.43445
H 0.82953 2.20952 3.05633
H -0.27726 3.92441 1.01967
C -2.84819 1.42681 2.28000
H -0.68684 2.71649 3.86866
H -2.84352 0.59367 2.99322
H -0.24001 0.98449 3.79840
P 0.87343 -1.76854 -1.83910
C 2.34093 -2.74054 -1.33552
C -0.26729 -3.07016 -2.41439
H 0.60767 -0.25648 -3.70738
H 1.44072 -1.78003 -4.18425
H 2.33528 -0.47890 -3.31990
C 1.37150 -0.99104 -3.42233
H -1.25608 -2.64297 -2.62163
H 0.14370 -3.51941 -3.32996
H 2.58740 -3.45547 -2.13232
H 2.09116 -3.28963 -0.42072
H -0.37227 -3.83888 -1.63897
H 3.20403 -2.09775 -1.14000
Cl -0.96495 1.60173 -2.14980
C 3.51755 0.81376 -1.14752
P 2.19195 1.09118 0.10470
C 2.98888 0.38453 1.60331
C 2.42395 2.89751 0.36777
H 3.76018 -0.24837 -1.24343
H 4.41981 1.36210 -0.84280
H 3.17612 1.19452 -2.11253
H 3.95258 0.88260 1.80813
H 2.32328 0.50158 2.47160
H 3.16382 -0.68931 1.43749
H 3.50244 3.13494 0.38608
H 1.95588 3.43314 -0.47384
H 1.96097 3.23691 1.30488
*
```

=====

(3)
Molecular formula: H13O6S
Method: DFT, ωB97M-V/def2-TZVPD

Output
**Max |F|**: 1.1 eV Å⁻¹
**Energy above the lowest of the compared OMol25 structures with the same formula, charge and spin**: 1.034 eV
**DFT total energy**: -857.48720 hartree
**E_LUMO**: 2.6 eV
**Orbital gap**: 7.29 eV

The geometry in ORCA input format:
```
! RIJCOSX wB97M-V def2-TZVPD def2/J DEFGRID3
* xyz -1 1
S -1.33842 -0.72066 -1.40548
H -1.38643 -0.01585 -2.53665
H 0.77278 0.79705 0.58571
H 0.45477 -0.37814 -0.19097
O 1.03475 -0.13443 0.58759
H -3.42166 -0.23155 0.12865
H -3.13796 1.11654 -0.19706
O -3.92264 0.58465 0.01007
H 5.32998 1.18676 3.63410
H 5.28348 2.57533 2.94641
O 5.87268 1.89098 3.26992
H -0.94173 -0.69329 1.97400
H 0.07963 -0.03363 2.82468
O -0.73747 -0.53399 2.90354
H -2.81489 -3.75720 -2.37111
H -1.86936 -2.66158 -2.95101
O -2.17708 -3.57348 -3.05966
H 1.05315 1.98121 -1.44160
H 0.68665 0.88068 -2.35366
O 1.17977 1.72062 -2.35748
*
```

=====

(4)
Molecular formula: C3H10O2S
Method: DFT, ωB97M-V/def2-TZVPD

Output
**Structure (SMILES)**: OCCCS.O
**Max |F|**: 3.8 eV Å⁻¹
**Energy above the lowest of the compared OMol25 structures with the same formula, charge and spin**: 1.312 eV
**DFT total energy**: -668.90205 hartree
**E_LUMO**: 0.8 eV
**Orbital gap**: 9.88 eV

The geometry in ORCA input format:
```
! RIJCOSX wB97M-V def2-TZVPD def2/J DEFGRID3
* xyz 0 1
O -1.69066 -0.73726 -0.10308
C -1.37238 0.69157 -0.20725
C -0.16262 1.03630 0.68827
C 1.09947 0.22473 0.27769
S 2.64131 0.91200 1.00568
H -2.59387 -0.72203 -0.43087
H -1.21590 0.88677 -1.29693
H -2.22285 1.21469 0.25328
H -0.19449 2.13447 0.68851
H -0.30117 0.72692 1.63563
H 0.94554 0.28661 -0.84800
H 0.86853 -0.91086 0.31929
H 2.12298 0.76957 2.25415
O 0.44708 -2.41328 -1.16117
H 1.19925 -2.60544 -1.70818
H 0.42979 -1.49477 -1.36701
*
```

=====

What did the second record say?
Molecular formula: C11H30ClIInOP3
Method: DFT, ωB97M-V/def2-TZVPD

Output
**Max |F|**: 4.8 eV Å⁻¹
**Energy above the lowest of the compared OMol25 structures with the same formula, charge and spin**: 0.000 eV
**DFT total energy**: -2483.97439 hartree
**E_LUMO**: -7.5 eV
**Orbital gap**: 7.35 eV

The geometry in ORCA input format:
```
! RIJCOSX wB97M-V def2-TZVPD def2/J DEFGRID3
* xyz 2 1
C -5.56291 -2.98741 -0.01517
C -4.26678 -2.99218 0.68891
H -6.22019 -3.76853 0.40350
H -5.38142 -3.17121 -1.08590
H -6.02405 -1.99362 0.10117
O -3.76621 -3.58524 1.57986
I -2.78017 -1.25493 -0.35618
In -0.42507 0.12199 -0.35312
P -1.15140 1.74970 1.70016
C -0.21374 1.93683 3.25476
C -1.26920 3.46063 1.06471
H -1.92378 4.03403 1.73510
H -3.23663 2.33101 2.77070
H -1.69097 3.43711 0.05319
H -3.49384 1.15944 1.43445
H 0.82953 2.20952 3.05633
H -0.27726 3.92441 1.01967
C -2.84819 1.42681 2.28000
H -0.68684 2.71649 3.86866
H -2.84352 0.59367 2.99322
H -0.24001 0.98449 3.79840
P 0.87343 -1.76854 -1.83910
C 2.34093 -2.74054 -1.33552
C -0.26729 -3.07016 -2.41439
H 0.60767 -0.25648 -3.70738
H 1.44072 -1.78003 -4.18425
H 2.33528 -0.47890 -3.31990
C 1.37150 -0.99104 -3.42233
H -1.25608 -2.64297 -2.62163
H 0.14370 -3.51941 -3.32996
H 2.58740 -3.45547 -2.13232
H 2.09116 -3.28963 -0.42072
H -0.37227 -3.83888 -1.63897
H 3.20403 -2.09775 -1.14000
Cl -0.96495 1.60173 -2.14980
C 3.51755 0.81376 -1.14752
P 2.19195 1.09118 0.10470
C 2.98888 0.38453 1.60331
C 2.42395 2.89751 0.36777
H 3.76018 -0.24837 -1.24343
H 4.41981 1.36210 -0.84280
H 3.17612 1.19452 -2.11253
H 3.95258 0.88260 1.80813
H 2.32328 0.50158 2.47160
H 3.16382 -0.68931 1.43749
H 3.50244 3.13494 0.38608
H 1.95588 3.43314 -0.47384
H 1.96097 3.23691 1.30488
*
```

=====

> Which of these has the highest DFT total energy?

C4H15N3O

=====

> What is the E_LUMO in the second record?

-7.5 eV

=====

> Which value of max |F| does entry 4 give?

3.8 eV Å⁻¹